9
Properties=species:S:1:pos:R:3:forces:R:3 method="wB97M-V/def2-TZVPD" homo_lumo_gap_ev=11.5495 smiles="[H]/N=C/O.O=C=O" e_above_lowest_ev=0.693 e_homo_ev=-10.84
H 0.633198 -1.316749 -1.016964 0.00 -1.09 -0.52
N 0.552526 -0.341784 -0.847403 0.73 0.34 1.08
C 1.159483 -0.093939 0.241308 0.42 0.13 0.08
O 1.195902 1.171048 0.700604 0.02 -0.84 -0.22
H 1.744447 -0.730795 0.895465 -0.17 -0.51 -0.07
H 0.739014 1.522256 -0.059958 -0.59 1.77 -0.40
O -2.025538 -0.929017 0.768712 -0.22 -2.60 1.89
C -2.019229 -0.089283 0.006981 0.25 0.80 -0.08
O -1.979805 0.808263 -0.688742 -0.44 1.99 -1.76


10
Properties=species:S:1:pos:R:3:forces:R:3 method="wB97M-V/def2-TZVPD" homo_lumo_gap_ev="7.9314 / 7.9315" e_above_lowest_ev=4.003 e_homo_ev="-9.59 / -9.60"
C -0.270950 -0.462920 0.455919 -1.57 -0.19 2.00
C -1.447768 -0.202112 1.006516 0.29 -0.25 -0.94
N -0.162457 -0.403964 -0.887928 3.90 1.30 -0.50
O 1.599933 1.986198 -0.716984 -0.09 -1.48 -0.45
O 2.578759 -0.256586 -0.475231 0.02 -0.11 0.18
O -1.048303 -0.600824 -1.608588 -2.93 -0.85 -1.81
S 1.844624 0.665624 -1.300151 0.68 1.63 -0.15
H 0.592908 -0.501748 1.087613 0.68 -0.31 -0.39
H -1.374560 -0.259515 2.045880 -0.95 0.40 1.61
H -2.312188 0.035846 0.392954 -0.04 -0.14 0.45


8
Properties=species:S:1:pos:R:3:forces:R:3 method="wB97M-V/def2-TZVPD" homo_lumo_gap_ev=9.9885 smiles="C=NSC=O" e_above_lowest_ev=1.564 e_homo_ev=-9.61
C -1.460469 0.443844 0.065179 0.29 -3.09 -1.17
N -1.203597 -0.846018 -0.069264 1.07 2.51 0.37
S 0.423902 -1.543082 0.004850 -1.27 0.90 0.12
C 1.616971 -0.230048 -0.008278 -1.04 -0.56 0.22
O 1.330155 0.936571 -0.049449 0.96 -0.25 -0.02
H -2.479794 0.656664 -0.192807 -0.70 0.05 0.34
H -0.838769 1.313469 0.188494 0.65 -0.31 0.29
H 2.611598 -0.731403 0.061274 0.04 0.74 -0.14


8
Properties=species:S:1:pos:R:3:forces:R:3 method="wB97M-V/def2-TZVPD" homo_lumo_gap_ev=9.4024 smiles=N#C[C@H](O)S e_above_lowest_ev=1.860 e_homo_ev=-9.66
N 0.870305 0.664181 1.851328 -0.93 -0.46 -0.87
C 0.241382 0.142590 1.024936 2.13 0.08 1.78
C -0.294480 -0.620382 -0.044870 -1.66 3.40 -2.16
O 0.471999 -1.296223 -0.910607 -0.71 -0.70 0.51
S -1.126293 1.138989 -1.058434 2.00 -0.07 1.87
H -1.262340 -0.967554 0.141965 -1.01 -1.28 0.26
H 1.361960 -1.077701 -0.698660 1.53 0.18 -0.14
H -0.262532 2.016101 -0.305658 -1.34 -1.14 -1.26


8
Properties=species:S:1:pos:R:3:forces:R:3 method="wB97M-V/def2-TZVPD" homo_lumo_gap_ev=8.5955 smiles="O=N[C@H]1CS1" e_above_lowest_ev=5.487 e_homo_ev=-9.73
O 1.475893 -2.392270 -1.218520 -3.16 4.14 -1.22
N 0.822067 -1.292862 -1.457659 5.18 -4.95 2.14
C 1.595892 -0.138930 -1.048075 -3.40 5.14 2.40
C 1.279329 0.255815 0.625995 3.28 0.59 -3.63
S 3.106856 0.560781 -0.112713 -3.35 -2.61 -0.06
H 0.944544 0.691541 -1.497289 1.75 -0.75 0.01
H 0.989796 1.204901 1.084701 -0.58 -0.40 -0.90
H 0.992975 -0.665384 1.027996 0.28 -1.16 1.25


8
Properties=species:S:1:pos:R:3:forces:R:3 method="wB97M-V/def2-TZVPD" homo_lumo_gap_ev="7.3789 / 8.6947" e_above_lowest_ev=2.061 e_homo_ev="-6.50 / -10.46" spin_multiplicity=3
C 1.332432 -0.472658 -0.666002 1.15 0.46 2.06
C -0.702053 0.329927 0.191248 1.73 3.22 1.12
N 0.583587 0.213405 0.155705 2.70 -1.27 -0.56
O -0.767792 -0.401143 -1.995937 -1.48 0.35 -0.99
S 0.619184 -0.850300 -2.187384 0.61 -1.29 -1.60
H 2.426357 -0.727851 -0.511891 -1.51 0.64 -0.04
H -1.384774 -0.405423 0.211697 -2.16 -2.60 -0.29
H -0.930267 1.331158 0.482612 -1.04 0.48 0.31


Number 1: energy -9755.39606 eV. Number 2: energy -20586.20380 eV. Number 3: energy -16493.63472 eV. Number 4: energy -16493.33835 eV. Number 5: energy -16489.71132 eV. Number 6: energy -16491.02055 eV.